The following is a DFT calculation (ωB97M-V with the def2-TZVPD basis set) of a cluster of 11 separate species, C64H153N11O11 in total at a distorted geometry.

HOMO-LUMO gap: 0.314 hartree
E_LUMO: 0.532 eV
Energy relative to the best compared isomer or geometry (same formula, charge and spin): 0.000 eV
Structure (SMILES): CC1(C)CCCC(C)(C)N1O.CC1(C)CCCC(C)(C)N1O.CC1(C)CCCC(C)(C)N1O.CC1(C)CCCC(C)(C)N1O.COC[C@H](C)N.COC[C@H](C)N.COC[C@H](C)N.COC[C@H](C)N.COC[C@H](C)N.COC[C@H](C)N.COC[C@H](C)N
Multiplicity: 1
Max |F|: 0.0662 Eh/bohr
Molar mass: 1253.0 g mol⁻¹
Total energy: -3959.93128 a.u.

Geometry as XYZ:
```
239
Properties=species:S:1:pos:R:3:forces:R:3
C -3.5541 -7.4331 1.2223 -0.454 0.373 0.997
C -4.0615 -6.7169 -0.0041 -0.222 -0.250 -1.054
C -5.5822 -6.9337 -0.1743 -0.231 -0.109 0.465
C -3.8397 -5.2145 0.0934 -0.533 0.063 0.147
C -4.1189 -4.4841 -1.2484 1.471 0.951 0.787
C -3.2085 -5.0191 -2.3706 -0.199 -1.389 0.879
C -3.4247 -6.5792 -2.5226 1.429 1.019 0.360
C -4.7504 -6.7216 -3.3409 0.928 -1.730 0.206
C -2.2344 -7.2460 -3.3271 -0.877 0.718 -0.360
N -3.2675 -7.2155 -1.1615 -1.180 0.105 -0.576
O -3.6075 -8.5890 -1.3254 1.471 -0.282 0.238
H -3.7338 -8.5127 1.2098 -0.113 0.290 -0.024
H -2.4962 -7.2656 1.3461 0.440 0.020 -0.091
H -4.0395 -6.9597 2.1045 0.133 -0.519 -0.347
H -6.0883 -6.4256 0.6707 0.121 -0.381 -0.433
H -5.9106 -6.4601 -1.0937 -0.227 -0.005 0.114
H -5.9201 -7.9908 -0.1855 0.330 0.519 0.121
H -4.5029 -4.8951 0.9235 0.248 0.291 -0.560
H -2.8228 -5.0066 0.4554 -0.017 -0.047 -0.359
H -5.1610 -4.4230 -1.5464 -0.168 -0.324 0.094
H -3.8134 -3.4379 -1.0606 -0.302 -0.204 -0.224
H -2.1558 -4.7632 -2.1649 -0.327 -0.235 0.018
H -3.4892 -4.5842 -3.3162 0.041 0.332 -0.373
H -4.9997 -7.8005 -3.3610 0.016 0.352 -0.335
H -4.4710 -6.4268 -4.3704 -0.551 -0.019 0.476
H -5.6514 -6.2438 -2.9598 0.371 0.520 -0.185
H -1.3003 -7.3931 -2.7455 -0.821 0.274 -0.200
H -2.0446 -6.6360 -4.2193 0.227 0.127 0.194
H -2.5632 -8.1960 -3.7399 0.050 -0.296 0.260
H -4.5362 -8.6243 -1.5089 -1.058 -0.028 -0.219
C 0.6731 -3.6821 2.1823 0.034 -0.476 1.422
C 1.7158 -4.7969 1.8805 0.004 0.724 0.255
C 2.8061 -4.6864 2.9838 -0.829 0.120 0.058
C 1.0299 -6.1646 1.9779 -0.296 0.024 -0.277
C 0.2042 -6.5348 0.7437 0.255 1.021 -0.452
C 1.0237 -6.3907 -0.5352 0.349 -0.181 -0.390
C 1.6455 -4.9821 -0.6931 0.057 -0.390 1.613
C 2.7250 -4.9680 -1.7601 -0.054 -0.363 -1.396
C 0.5570 -3.9668 -1.0141 -1.228 -0.838 -1.246
N 2.3820 -4.6911 0.5830 0.482 0.040 -0.860
O 2.8517 -3.3442 0.4258 -0.974 0.611 0.576
H 0.4282 -3.8347 3.2628 -0.163 0.141 -0.726
H 1.0655 -2.6703 2.1548 0.319 0.077 -0.384
H -0.2503 -3.7169 1.6131 0.011 -0.156 -0.050
H 3.6785 -5.2695 2.7248 0.224 -0.181 -0.153
H 3.0917 -3.6389 3.1453 -0.046 -0.457 -0.095
H 2.3900 -5.0874 3.9263 0.187 0.251 -0.305
H 1.7496 -6.9576 2.2041 0.058 0.128 -0.039
H 0.3317 -6.0743 2.8108 0.141 -0.252 0.255
H -0.2380 -7.5237 0.8777 -0.060 0.145 -0.262
H -0.5676 -5.7722 0.6043 -0.516 -0.403 0.465
H 0.4514 -6.5962 -1.4590 -0.025 0.054 0.511
H 1.8183 -7.1256 -0.5173 0.472 -0.184 -0.065
H 2.9866 -3.9522 -2.0533 0.121 0.091 0.270
H 2.3421 -5.4070 -2.7144 0.212 0.011 0.718
H 3.6475 -5.5014 -1.4589 -0.627 0.156 -0.035
H -0.3321 -3.9681 -0.3700 0.533 -0.007 0.194
H 0.1171 -4.3092 -1.9798 0.389 0.423 0.250
H 0.9101 -2.9611 -1.1529 0.235 0.334 0.088
H 3.7873 -3.3475 0.2637 0.702 -0.584 -0.023
C 2.0717 -1.5463 -3.3486 -0.345 -0.567 0.204
C 3.2880 -0.9317 -4.0339 -0.006 1.382 -1.174
C 4.5101 -1.7719 -3.7819 0.225 -0.858 1.385
C 3.2135 -0.7553 -5.5956 -0.763 0.373 0.292
C 2.1813 0.2750 -6.1252 0.648 0.284 0.147
C 2.5111 1.6776 -5.5467 0.110 -0.949 0.643
C 2.6504 1.5630 -3.9994 0.173 -0.244 0.591
C 3.3805 2.7865 -3.4577 -0.169 0.593 0.660
C 1.2583 1.4982 -3.3461 -1.107 1.340 -1.208
N 3.5436 0.4495 -3.5795 0.262 -0.336 -0.831
O 3.7413 0.4649 -2.2034 -0.191 -0.063 1.246
H 1.1624 -1.0543 -3.6928 -0.009 -0.254 0.170
H 1.9972 -2.6082 -3.6220 -0.036 0.186 0.060
H 2.1071 -1.5037 -2.2177 0.152 0.118 -1.340
H 4.6301 -1.9706 -2.6961 -0.049 0.185 -0.475
H 4.4013 -2.7567 -4.2466 -0.006 0.114 -0.139
H 5.4242 -1.3072 -4.1185 0.179 0.239 -0.251
H 4.1929 -0.3791 -5.9409 -0.199 -0.362 0.306
H 3.0271 -1.7174 -6.0665 0.049 -0.216 -0.010
H 2.2825 0.2677 -7.2204 -0.236 0.135 0.228
H 1.1432 0.0116 -5.8831 0.226 -0.076 -0.002
H 1.6962 2.3823 -5.6999 -0.057 0.041 -0.255
H 3.4190 2.1286 -5.9941 -0.289 -0.473 0.272
H 2.9439 3.7571 -3.7396 -0.079 -0.391 -0.138
H 4.4133 2.7448 -3.7934 0.115 0.094 -0.055
H 3.3851 2.7344 -2.3548 0.061 0.175 -0.476
H 0.5694 0.6994 -3.6342 0.440 0.001 -0.029
H 0.7554 2.4135 -3.7039 -0.017 -0.168 -0.022
H 1.1988 1.6425 -2.2860 0.558 -0.378 0.766
H 2.9116 0.2473 -1.6951 0.336 0.128 -0.501
C 4.6218 7.6892 2.5693 -0.087 0.497 -0.298
C 4.2494 7.7936 1.0646 0.151 -1.050 0.391
C 4.1119 9.2587 0.6487 0.024 0.361 0.446
C 5.3814 7.0941 0.2742 -0.279 0.453 -0.379
C 4.9698 6.8683 -1.1716 -0.279 -0.799 0.238
C 3.7352 5.9690 -1.2379 -0.057 0.270 0.535
C 2.5400 6.5962 -0.4448 0.445 0.020 -0.790
C 2.0408 7.7522 -1.3486 0.062 0.050 0.149
C 1.3786 5.6079 -0.3036 0.169 0.028 0.312
N 2.9812 7.0063 0.9080 1.654 -0.359 -0.779
O 1.9864 7.7262 1.5779 -0.698 -0.433 0.235
H 3.8935 8.2589 3.1642 0.477 0.007 -0.030
H 4.6462 6.6731 2.9488 -0.358 -0.402 -0.292
H 5.6548 8.0250 2.7131 -0.262 0.494 0.064
H 3.1654 9.7017 0.9840 0.226 -0.256 0.038
H 4.9272 9.8373 1.0958 -0.063 -0.038 -0.023
H 4.1714 9.4026 -0.4206 0.071 -0.036 -0.253
H 6.2761 7.7151 0.2728 0.034 0.276 0.272
H 5.6779 6.1664 0.7707 -0.247 -0.155 -0.095
H 4.7683 7.7974 -1.6833 -0.082 0.448 0.028
H 5.7541 6.4193 -1.7623 0.489 -0.301 -0.031
H 3.9962 4.9507 -0.8915 -0.244 0.393 0.003
H 3.4414 5.9146 -2.2886 -0.210 -0.321 0.084
H 1.6551 7.3294 -2.2783 -0.050 0.042 0.024
H 2.8458 8.4364 -1.6047 -0.013 -0.054 -0.083
H 1.2634 8.3563 -0.8950 -0.225 -0.061 0.256
H 1.0071 5.3351 -1.2919 0.004 -0.101 0.033
H 0.6103 6.1570 0.2186 -0.606 0.066 0.083
H 1.5589 4.6977 0.2961 0.409 0.349 -0.319
H 1.7510 7.0538 2.2480 -0.517 0.423 0.298
C -2.6851 -2.1237 2.6668 0.266 -0.231 -0.947
O -4.0897 -2.0131 2.7774 -0.031 0.587 0.495
C -4.3348 -0.8857 3.6244 0.292 -1.012 0.201
C -5.7933 -0.8057 4.0421 -0.327 0.649 -1.234
C -6.6180 -0.4546 2.8101 0.407 -0.113 -0.785
N -5.8441 0.3287 4.9582 -1.512 0.171 0.709
H -2.2675 -1.1594 2.3016 0.041 -0.700 0.142
H -2.4430 -2.9546 1.9574 -0.222 0.724 0.543
H -2.2565 -2.3428 3.6437 0.223 -0.146 0.132
H -3.6530 -0.9471 4.4978 -0.417 -0.074 -0.052
H -4.0403 0.0384 3.1115 -0.223 0.080 -0.089
H -6.2267 -1.7352 4.4327 0.585 -0.065 0.227
H -6.2470 0.4853 2.3910 -0.167 0.188 0.188
H -7.6836 -0.3660 3.0176 -0.030 -0.028 0.042
H -6.4554 -1.1823 2.0004 -0.218 -0.041 0.402
H -6.8332 0.6441 5.0796 1.059 -0.282 -0.333
H -5.6163 -0.0371 5.8695 0.338 0.175 0.458
C -2.8157 -0.2265 0.0071 -0.150 0.505 0.589
O -1.5919 0.1824 0.6228 -1.432 -0.080 -0.625
C -0.4978 -0.1583 -0.1659 1.298 -0.480 -0.140
C 0.7123 0.2276 0.6626 0.789 -0.205 0.765
C 0.7761 1.7288 0.8106 0.245 -0.175 -0.544
N 1.9402 -0.2420 0.0490 0.698 -1.017 -0.650
H -3.6388 0.0090 0.6924 0.229 -0.108 -0.015
H -2.8388 -1.2955 -0.2071 0.147 -0.144 0.014
H -2.9995 0.3265 -0.9083 0.093 0.114 -0.353
H -0.4817 -1.2601 -0.3585 -0.093 0.605 -0.101
H -0.4059 0.4021 -1.1389 -0.512 -0.477 0.598
H 0.6565 -0.2249 1.6764 -0.555 0.192 -0.320
H 1.6691 2.0099 1.3838 -0.468 0.195 0.120
H -0.1680 2.0433 1.2250 -0.050 0.510 0.516
H 0.8597 2.1638 -0.1935 0.104 0.084 0.117
H 2.7721 0.1112 0.5264 -0.351 0.228 0.200
H 2.0244 -1.2630 0.1658 -0.149 0.409 -0.169
C -1.9639 2.6423 3.7396 0.986 0.171 0.025
O -0.5935 2.9098 4.1514 -0.958 -0.580 -0.838
C -0.3352 4.2658 3.9119 -0.851 0.483 0.998
C 1.0911 4.6248 4.1283 1.110 0.948 0.948
C 1.4383 4.2485 5.5600 0.976 -0.396 -0.222
N 1.2992 6.1017 3.9263 -1.386 -0.266 -0.434
H -2.1135 1.5750 3.9336 -0.164 0.283 -0.432
H -2.0719 2.9696 2.6796 -0.054 -0.722 0.463
H -2.6984 3.2302 4.3106 0.299 -0.093 0.177
H -0.7489 4.5944 2.9750 0.031 0.110 -0.823
H -0.8969 4.7758 4.7068 -0.150 0.614 -0.137
H 1.7704 4.0729 3.4735 -0.172 0.171 -0.263
H 0.7459 4.6894 6.2747 0.053 0.148 0.067
H 2.4792 4.5580 5.7490 -0.382 0.004 0.246
H 1.4170 3.1660 5.6586 -0.068 -0.127 0.164
H 2.1106 6.4572 4.3956 0.721 -0.345 0.221
H 0.5416 6.6359 4.3772 0.168 -0.513 -0.354
C -5.8196 2.8871 -0.4062 -1.397 0.322 0.223
O -4.9663 2.7507 -1.4774 -0.793 -0.017 -0.769
C -3.8365 3.4460 -1.1700 2.599 -0.110 0.818
C -2.8401 3.2385 -2.2632 1.139 0.816 -2.155
C -1.5451 4.0486 -2.0791 -0.746 0.149 0.862
N -3.4105 3.6156 -3.6150 -0.112 -1.492 0.967
H -6.0212 3.9519 -0.1978 0.098 -0.225 0.139
H -5.4096 2.4030 0.4696 0.073 -0.130 0.526
H -6.7524 2.4334 -0.6870 -0.508 -0.329 0.093
H -3.9674 4.5374 -0.9766 -0.312 -0.519 -0.121
H -3.4037 2.9648 -0.2592 -0.029 0.616 -0.042
H -2.5489 2.1779 -2.3676 -0.381 0.233 0.235
H -1.0598 3.8822 -1.0975 -0.433 0.197 -0.291
H -1.8151 5.1086 -2.2082 0.354 -0.149 0.254
H -0.8084 3.7952 -2.8158 0.194 -0.170 -0.564
H -3.6472 4.5944 -3.6870 0.031 0.268 0.302
H -4.2940 3.0922 -3.6420 0.294 0.453 -0.408
C 8.0084 2.0573 -0.1281 -0.797 -0.350 -0.347
O 6.9687 2.2687 0.8262 1.932 -1.160 1.271
C 5.7516 2.5106 0.2717 -1.371 0.672 -3.043
C 4.5467 2.2667 1.1624 -0.589 0.855 1.186
C 4.5504 3.3212 2.3419 1.207 -1.577 -0.869
N 4.5003 0.8730 1.6795 -0.546 1.246 -0.477
H 8.9286 1.7495 0.3710 -0.249 0.171 0.205
H 8.1849 2.9795 -0.7011 0.021 -0.185 0.007
H 7.7021 1.2369 -0.8255 0.240 0.610 0.331
H 5.7886 3.5762 -0.0719 -0.629 -0.430 -0.021
H 5.5964 1.8801 -0.6775 0.195 0.619 1.020
H 3.6228 2.4667 0.6068 0.335 -0.145 -0.498
H 3.8445 3.1373 3.1395 -0.621 -0.012 -0.142
H 4.5360 4.3414 1.9436 -0.147 -0.222 0.212
H 5.5198 3.0800 2.7780 0.299 0.687 0.388
H 5.0054 0.2747 1.0354 0.287 -0.090 0.401
H 4.9147 0.9173 2.5953 0.392 -0.663 0.159
C -5.2195 0.0405 -3.2608 -2.252 -0.561 1.203
O -5.2234 -1.3456 -3.5705 0.361 0.942 0.453
C -5.2742 -1.6211 -4.9342 0.916 -0.098 0.302
C -5.9579 -2.9458 -5.0959 -0.464 -0.385 -0.764
C -5.9812 -3.2702 -6.5796 -0.193 -0.546 0.194
N -7.3057 -2.8719 -4.5281 0.219 0.764 0.248
H -4.3089 0.5392 -3.0083 1.132 -0.024 -0.599
H -5.7512 -0.0032 -2.3178 -0.156 0.610 0.515
H -5.8841 0.6450 -3.9114 0.646 -0.348 -0.095
H -5.7708 -0.8023 -5.4424 -0.467 -0.011 -0.395
H -4.2370 -1.6524 -5.2884 -0.045 -0.236 -0.457
H -5.3482 -3.7225 -4.6342 0.236 -0.052 0.410
H -6.4127 -4.2732 -6.7054 -0.043 0.305 -0.251
H -4.9509 -3.3141 -6.9552 -0.272 0.143 -0.084
H -6.5775 -2.5205 -7.1051 0.104 -0.189 -0.161
H -7.2471 -2.5392 -3.5651 -0.111 -0.246 -0.354
H -7.8950 -3.6919 -4.5844 0.433 -0.117 -0.088
C 0.7105 -0.9648 8.0344 0.144 1.018 0.527
O 0.9747 -1.2754 6.6852 -0.782 -0.755 0.687
C 1.7125 -0.2672 6.0704 0.317 0.304 0.195
C 1.9645 -0.6117 4.6093 0.790 0.432 -0.153
C 3.2786 -1.3949 4.4717 -0.109 0.218 -0.088
N 2.1274 0.6620 3.9334 1.229 0.240 -0.491
H 0.0070 -1.6193 8.5572 0.004 -0.301 -0.777
H 0.2990 0.0680 8.1089 0.156 -0.446 -0.022
H 1.6300 -0.9845 8.6343 0.097 0.054 -0.113
H 1.2434 0.7198 6.2167 -0.397 -0.196 -0.413
H 2.6841 -0.1293 6.5769 0.051 -0.217 -0.099
H 1.1721 -1.1832 4.1297 -0.448 -0.334 0.495
H 4.0984 -0.7692 4.8632 -0.196 -0.198 -0.323
H 3.4482 -1.6506 3.4135 0.141 0.207 0.322
H 3.2666 -2.3223 5.0460 -0.144 0.022 0.008
H 2.5175 0.5706 2.9985 0.145 -0.154 0.165
H 1.2875 1.1835 3.8439 -1.019 0.402 0.130
```
Forces are in eV/Å.

Löwdin atomic charge list, values in e, 2 entries: -0.027 -0.543